{
  "formula": "C34H31BrGeIN4O2Re",
  "method": "ωB97M-V with the def2-TZVPD basis set",
  "spin_multiplicity": 2,
  "charge": -1,
  "homo_energy_ev": [-3.4280, -3.7675],
  "fmax_ha_per_bohr": 0.0128,
  "energy_ha": -6710.6025,
  "homo_lumo_gap_ev": [5.87, 6.17],
  "e_above_lowest_kj_mol": 172.2,
  "lumo_energy_ev": [2.446, 2.402],
  "symbols": ["Re", "C", "C", "C", "C", "C", "H", "H", "H", "H", "H", "C", "Ge", "C", "C", "C", "C", "C", "C", "C", "C", "C", "C", "C", "C", "C", "C", "C", "C", "C", "C", "H", "H", "H", "H", "H", "H", "H", "H", "H", "H", "H", "H", "H", "H", "H", "Br", "C", "C", "C", "C", "C", "C", "I", "H", "H", "H", "H", "C", "C", "O", "O", "H", "H", "H", "N", "C", "N", "N", "C", "N", "H", "H", "H", "H"],
  "xyz": [[-1.4172, 1.2220, 0.5546], [-3.7208, 0.5384, 2.9645], [-2.4693, 1.1232, 2.9735], [-2.5212, 2.3412, 2.1733], [-3.9024, 2.4755, 1.7768], [-4.6002, 1.3761, 2.2218], [-3.9817, -0.4065, 3.4216], [-1.6179, 0.8300, 3.5655], [-1.8532, 3.1888, 2.3321], [-4.2984, 3.2746, 1.1690], [-5.6376, 1.1616, 2.0044], [-0.0082, 0.5873, 1.3022], [1.4677, -0.6083, 1.5787], [2.2774, -0.2259, 3.3228], [3.6391, -0.3882, 3.5692], [4.1674, -0.1630, 4.8342], [3.3354, 0.2254, 5.8749], [1.9760, 0.3896, 5.6449], [1.4552, 0.1664, 4.3777], [0.6528, -2.3827, 1.6381], [-0.6003, -2.5025, 2.2414], [-1.2430, -3.7303, 2.3030], [-0.6453, -4.8574, 1.7529], [0.5970, -4.7499, 1.1448], [1.2395, -3.5189, 1.0885], [2.7746, -0.4339, 0.1478], [2.7132, -1.2197, -1.0005], [3.5822, -0.9999, -2.0600], [4.5193, 0.0200, -1.9905], [4.5822, 0.8210, -0.8580], [3.7160, 0.5941, 0.2030], [4.3000, -0.6917, 2.7643], [5.2294, -0.2909, 5.0064], [3.7449, 0.4023, 6.8620], [1.3206, 0.6960, 6.4510], [0.3939, 0.3125, 4.2060], [-1.1058, -1.6212, 2.6254], [-2.2211, -3.8008, 2.7631], [-1.1516, -5.8145, 1.7895], [1.0670, -5.6222, 0.7068], [2.2149, -3.4543, 0.6171], [1.9493, -1.9835, -1.0997], [3.4967, -1.6009, -2.9563], [5.1750, 0.2113, -2.8314], [5.2943, 1.6364, -0.8080], [3.7612, 1.2438, 1.0705], [0.3048, -0.9056, -4.4613], [1.6799, 0.4299, -4.5600], [2.6742, 0.2544, -5.5159], [3.6953, 1.1905, -5.5987], [3.7086, 2.2806, -4.7351], [2.7023, 2.4275, -3.7879], [1.6784, 1.4975, -3.7000], [0.1627, 1.7750, -1.7262], [2.6462, -0.6015, -6.1790], [4.4781, 1.0658, -6.3370], [4.5062, 3.0127, -4.7957], [2.7208, 3.2681, -3.1013], [-3.0638, 4.0229, -2.0241], [-3.6008, 2.6482, -1.6765], [-4.6506, 2.2599, -2.2251], [-2.9546, 1.9514, -0.8458], [-2.7892, 4.0361, -3.0791], [-2.1880, 4.2665, -1.4270], [-3.8509, 4.7633, -1.8768], [-5.4013, -2.5300, -2.7058], [-4.6640, -1.5620, -2.0816], [-5.2597, -0.3979, -1.8202], [-3.4342, -1.9060, -1.7557], [-2.7424, -1.1376, -0.9591], [-2.0595, -0.5293, -0.2549], [-6.1073, -2.2375, -3.3585], [-4.8770, -3.3508, -2.9567], [-6.1988, -0.2730, -2.1610], [-4.7623, 0.5103, -1.7326]]
}

=====

{
  "formula": "C34H31BrN8O6S2W",
  "method": "ωB97M-V with the def2-TZVPD basis set",
  "spin_multiplicity": 2,
  "charge": -1,
  "homo_energy_ev": [-3.2128, -2.8252],
  "fmax_ha_per_bohr": 0.0296,
  "energy_ha": -5641.1376,
  "homo_lumo_gap_ev": [4.58, 4.20],
  "e_above_lowest_kj_mol": 240.8,
  "lumo_energy_ev": [1.366, 1.371],
  "symbols": ["W", "O", "C", "N", "C", "C", "C", "C", "C", "C", "N", "C", "C", "C", "C", "C", "N", "H", "H", "H", "H", "H", "H", "H", "H", "H", "H", "O", "N", "C", "C", "C", "C", "C", "S", "H", "H", "H", "H", "C", "C", "S", "O", "O", "C", "C", "N", "C", "N", "C", "C", "N", "O", "O", "C", "H", "H", "H", "H", "H", "H", "H", "H", "H", "H", "H", "H", "H", "N", "C", "C", "C", "C", "C", "C", "C", "C", "C", "H", "H", "H", "H", "Br"],
  "xyz": [[0.3466, 0.3512, 0.3854], [-1.6483, -2.4470, -2.2679], [-1.2960, -1.9104, -1.2080], [-0.3616, -0.9414, -1.1475], [-0.0256, -0.4757, -2.4899], [1.0448, 0.5807, -2.5141], [1.8082, 0.7929, -3.6639], [2.7315, 1.8147, -3.6824], [2.8838, 2.6156, -2.5572], [2.1191, 2.3218, -1.4440], [1.2462, 1.3178, -1.4182], [-1.9992, -2.3018, 0.0726], [-3.0969, -3.0793, 0.0236], [-4.0221, -3.0729, 1.1615], [-3.7512, -2.4445, 2.3089], [-2.3769, -1.8937, 2.5351], [-1.6209, -1.7461, 1.2710], [-0.9180, -0.0198, -2.9415], [0.2341, -1.3009, -3.1577], [1.6576, 0.1498, -4.5210], [3.3391, 1.9869, -4.5630], [3.5955, 3.4293, -2.5260], [2.2155, 2.8770, -0.5191], [-3.3584, -3.5460, -0.9138], [-5.0004, -3.5212, 1.0187], [-4.4987, -2.3503, 3.0897], [-1.8137, -2.5319, 3.2309], [0.8267, 2.1709, 1.3590], [0.1290, 3.2926, 1.1815], [0.5624, 4.3646, 1.8856], [-0.0681, 5.5708, 1.8027], [-1.1974, 5.6751, 0.9758], [-1.6324, 4.5770, 0.2972], [-0.9706, 3.3248, 0.3855], [-1.5177, 1.8999, -0.3761], [1.4223, 4.1528, 2.5032], [0.3043, 6.4036, 2.3812], [-1.7232, 6.6169, 0.8825], [-2.5117, 4.6169, -0.3318], [6.8223, -1.6703, 5.7985], [5.8807, -1.9291, 4.6271], [6.6979, -1.5891, 3.1009], [6.8325, -0.1551, 2.9701], [7.8651, -2.4320, 2.9964], [5.4979, -2.1207, 1.9116], [5.7039, -1.4280, 0.5610], [4.4005, -1.3612, -0.1048], [3.4984, -0.4245, 0.2546], [2.2740, -0.7722, -0.1284], [2.3838, -1.9525, -0.7916], [3.6802, -2.3438, -0.7584], [4.2598, -3.5336, -1.3280], [3.5093, -4.3043, -1.8802], [5.4398, -3.7505, -1.0895], [3.8739, 0.8063, 0.9952], [6.3013, -1.8815, 6.7312], [7.1452, -0.6298, 5.8146], [7.7043, -2.3062, 5.7387], [5.0016, -1.2823, 4.6467], [5.5584, -2.9712, 4.5775], [4.5201, -1.8426, 2.3207], [5.5633, -3.2060, 1.8351], [6.4174, -1.9488, -0.0616], [6.0367, -0.4063, 0.7120], [1.5300, -2.4655, -1.2031], [4.6162, 1.3749, 0.4272], [4.2930, 0.5651, 1.9721], [2.9732, 1.3927, 1.1571], [-2.7158, 3.9094, 7.9943], [-2.5909, 3.1682, 7.1204], [-2.4343, 2.2473, 6.0229], [-3.0414, 0.9903, 6.0526], [-2.8938, 0.1144, 4.9956], [-2.1290, 0.4532, 3.8596], [-1.5095, 1.7217, 3.8593], [-1.6602, 2.5956, 4.9087], [-1.9924, -0.4322, 2.7552], [-1.2547, -0.3984, 1.5873], [-3.6364, 0.7119, 6.9140], [-3.3769, -0.8556, 5.0353], [-0.8894, 1.9793, 3.0139], [-1.1729, 3.5635, 4.8838], [1.4983, -0.5616, 2.6827]]
}

=====

{
  "formula": "C34H31FN4O2SiV",
  "method": "ωB97M-V with the def2-TZVPD basis set",
  "spin_multiplicity": 3,
  "charge": -1,
  "homo_energy_ev": [-3.7939, -3.8267],
  "fmax_ha_per_bohr": 0.0153,
  "energy_ha": -3017.1848,
  "homo_lumo_gap_ev": [6.40, 6.44],
  "e_above_lowest_kj_mol": 187.7,
  "lumo_energy_ev": [2.604, 2.608],
  "symbols": ["V", "O", "C", "C", "C", "C", "C", "C", "C", "N", "C", "C", "N", "C", "C", "C", "C", "C", "C", "C", "O", "H", "H", "H", "H", "H", "H", "H", "H", "H", "H", "H", "H", "H", "H", "C", "Si", "C", "C", "N", "C", "C", "C", "C", "C", "C", "F", "H", "H", "H", "H", "H", "H", "H", "H", "H", "H", "H", "H", "H", "N", "C", "C", "C", "C", "C", "C", "C", "C", "C", "H", "H", "H", "H"],
  "xyz": [[-0.3995, -0.0273, -0.2508], [-2.1581, 1.1791, 0.0626], [-3.1422, 0.4795, 0.9120], [-4.4659, 1.1684, 0.8581], [-5.2039, 1.4348, 1.9453], [-4.7210, 1.1535, 3.2801], [-3.4622, 0.6800, 3.4241], [-2.6016, 0.3793, 2.3214], [-1.3021, 0.0084, 2.6045], [-0.2988, -0.2291, 1.7581], [0.9045, -0.8187, 2.3174], [1.5708, -1.6366, 1.2105], [1.5114, -0.7936, 0.0334], [2.5839, -0.4006, -0.5317], [2.6164, 0.6759, -1.4925], [3.7021, 0.8087, -2.3659], [3.7971, 1.8704, -3.2375], [2.8020, 2.8537, -3.2066], [1.7461, 2.7665, -2.3287], [1.6038, 1.6692, -1.4526], [0.5825, 1.6259, -0.6407], [-4.8518, 1.3942, -0.1306], [-6.1844, 1.8827, 1.8242], [-5.3430, 1.3679, 4.1386], [-3.0543, 0.5312, 4.4206], [-1.0788, -0.0962, 3.6715], [1.6076, -0.0494, 2.6694], [0.6786, -1.4779, 3.1637], [2.5998, -1.9066, 1.4747], [0.9958, -2.5469, 1.0270], [3.5435, -0.8358, -0.2356], [4.4703, 0.0422, -2.3553], [4.6286, 1.9488, -3.9256], [2.8610, 3.6991, -3.8823], [0.9726, 3.5235, -2.3096], [-4.1066, -0.9479, -1.6641], [-3.3035, -1.2298, 0.0187], [-2.1410, 2.6007, 0.1679], [-4.5370, -2.1956, 1.0733], [-1.6907, -1.7735, -0.1731], [-1.2948, -3.0854, -0.1449], [-1.8488, -4.0446, 0.7321], [-1.4499, -5.3713, 0.7610], [-0.4446, -5.8284, -0.0794], [0.1492, -4.9169, -0.9420], [-0.2668, -3.6028, -0.9596], [0.3649, -2.7775, -1.8214], [-5.0928, -0.4821, -1.6001], [-4.2207, -1.9079, -2.1762], [-3.4455, -0.3264, -2.2723], [-2.9372, 3.0353, -0.4389], [-1.1738, 2.9346, -0.1942], [-2.2759, 2.9048, 1.2090], [-5.4390, -1.5828, 1.1583], [-4.1704, -2.3748, 2.0860], [-4.8162, -3.1501, 0.6228], [-2.6079, -3.7115, 1.4274], [-1.9258, -6.0482, 1.4610], [-0.1264, -6.8625, -0.0662], [0.9389, -5.2065, -1.6245], [-0.4857, 0.3104, -10.3955], [-0.5012, 0.2479, -9.2459], [-0.5205, 0.1703, -7.8182], [0.5774, 0.6087, -7.0730], [0.5561, 0.5350, -5.6964], [-0.5613, 0.0208, -5.0179], [-1.6574, -0.4152, -5.7790], [-1.6392, -0.3423, -7.1561], [-0.5764, -0.0458, -3.6004], [-0.5858, -0.0724, -2.3802], [1.4427, 1.0076, -7.5867], [1.3997, 0.8808, -5.1122], [-2.5206, -0.8138, -5.2628], [-2.4892, -0.6816, -7.7339]]
}